The following is a quantum chemistry calculation of a 13-piece molecular cluster, C62H163N13O18 overall at a distorted geometry, from the Open Molecules 2025 dataset.

Each line ends with the Mulliken charge.
Cartesian coordinates (Å):
H1 1.551 -5.303 5.313  0.11
H2 4.079 -4.302 0.997  0.11
C1 -4.115 1.475 -0.585  -1.30
H3 -0.798 4.899 0.923  0.53
H4 -1.195 -5.170 -0.321  0.33
N1 -4.438 -1.596 -3.785  -0.10
N2 5.385 3.073 -0.533  0.03
H5 0.803 -6.976 3.553  0.18
O1 -2.167 8.573 -9.501  -0.31
N3 -6.961 -1.018 3.732  -0.83
H6 -5.735 -2.365 1.212  0.15
H7 0.533 2.200 9.334  0.32
H8 -5.768 5.295 -3.430  0.32
H9 2.022 1.724 2.706  0.39
O2 -0.985 3.713 2.572  -0.28
C2 1.378 -1.807 -4.829  0.15
H10 1.871 6.584 3.955  0.24
H11 5.761 4.084 -3.014  0.24
H12 -4.144 -3.038 -1.506  0.06
C3 1.227 1.085 7.008  -0.69
H13 -5.599 -0.641 6.056  0.41
H14 -5.625 -0.377 -4.901  0.38
H15 -4.565 5.474 -2.180  0.30
C4 1.597 2.191 9.092  -0.82
C5 -4.844 -1.117 -5.084  -0.48
C6 5.840 0.513 2.005  0.95
O3 -6.020 -3.118 -0.779  -0.51
C7 -4.555 2.843 -2.685  -1.01
C8 -5.498 4.966 -2.425  -0.80
H16 -5.226 -2.016 -5.570  0.49
C9 1.520 -0.291 6.408  -0.22
H17 2.772 -0.199 -4.441  0.01
C10 3.188 -1.565 5.118  0.02
H18 -2.703 2.505 -6.006  0.19
H19 -3.147 10.430 -9.783  0.26
N4 -0.131 6.460 -8.736  -0.36
C11 -5.199 -2.650 4.153  -0.99
O4 -3.782 -2.856 4.154  -0.06
H20 3.858 4.417 1.590  -0.25
H21 2.450 -2.787 2.452  -0.17
H22 3.333 2.585 -2.174  0.08
H23 -0.128 -0.645 3.025  -0.22
C12 -0.514 -6.666 1.839  -0.45
C13 3.233 -4.350 -2.890  -0.80
H24 -5.563 -3.033 5.108  0.33
H25 0.327 -0.703 -3.555  -0.56
C14 -4.372 1.422 -2.122  1.14
C15 -2.313 -8.126 3.623  -0.01
H26 3.393 -7.156 1.503  0.22
H27 -4.809 -10.387 6.167  0.30
H28 -4.770 3.608 3.116  0.25
H29 2.159 2.177 10.025  0.26
C16 3.409 -5.131 1.231  -0.31
H30 0.141 1.159 7.092  0.41
C17 -3.452 -4.288 4.104  -1.08
O5 -1.724 -5.882 1.635  0.27
H31 1.814 -2.161 -2.719  0.06
H32 2.644 -5.252 0.464  0.11
H33 1.636 5.567 -0.102  0.28
H34 -2.374 -4.269 4.269  0.24
H35 3.591 -3.146 6.648  0.60
H36 -3.966 -0.597 -7.036  0.55
C18 6.306 3.167 -2.787  -0.93
N5 -0.895 -8.173 3.952  -0.55
H37 0.952 6.968 -6.382  0.31
H38 5.541 -7.543 0.360  0.29
H39 -1.830 -3.071 0.732  -0.24
C19 -5.536 -1.176 3.980  1.57
H40 4.009 -5.052 -3.192  0.41
N6 2.925 -0.441 5.994  -0.23
C20 -0.975 -1.172 2.583  -0.16
C21 4.302 0.366 2.183  -0.49
H41 6.054 0.733 0.959  -0.25
H42 1.261 -1.039 7.159  0.22
H43 4.009 -0.551 1.668  0.20
C22 5.524 2.298 -1.754  0.78
H44 0.156 -2.582 -0.851  0.13
H45 -2.206 5.971 -8.898  0.30
H46 2.381 -4.860 -2.441  0.28
H47 4.678 6.252 -1.738  0.36
N7 -0.644 -0.868 -1.686  2.16
H48 -2.295 7.244 -11.130  0.50
H49 3.444 7.037 0.029  0.50
H50 -0.581 0.545 -0.046  -0.63
H51 -3.172 9.347 -11.165  0.30
H52 1.712 3.149 8.583  0.31
H53 -2.557 -8.132 2.560  0.21
H54 -6.260 5.507 -1.863  0.31
C23 3.028 -3.007 5.723  -0.76
H55 4.045 0.307 3.240  0.07
H56 1.204 -3.647 1.483  0.42
O6 -3.233 -9.070 5.579  -0.28
H57 -2.356 1.219 -2.391  -0.10
N8 4.938 5.941 -0.812  -0.84
H58 -1.822 -0.499 2.442  0.05
C24 -5.041 -2.416 -1.530  0.94
H59 -0.708 1.982 -4.281  0.17
C25 -0.481 2.719 -3.510  -1.00
H60 -0.045 7.428 -8.460  0.31
H61 3.339 5.376 -5.100  0.27
H62 0.702 4.288 1.462  -0.16
H63 -6.317 -1.438 -2.980  0.41
C26 -3.076 -9.322 4.140  -0.87
H64 4.208 -1.407 4.764  0.22
H65 6.303 3.152 -0.117  0.34
C27 1.337 -4.650 6.161  -0.67
H66 -4.847 -1.470 -1.021  -0.39
H67 -4.811 -3.820 0.715  -0.11
C28 -2.569 9.675 -10.316  -0.73
H68 2.588 -1.446 4.216  -0.26
C29 -0.106 5.509 -7.603  -0.43
H69 7.619 -0.706 1.843  0.40
H70 -1.246 3.494 -3.564  0.22
H71 1.996 5.983 -7.352  0.38
C30 -5.475 -2.134 -2.974  -1.19
C31 0.007 0.182 -0.891  0.38
O7 -0.711 2.043 -2.317  0.32
C32 4.190 -6.413 1.458  0.16
H72 -0.559 -6.091 4.021  -0.01
H73 0.104 4.513 -7.993  0.21
N9 -4.398 2.866 3.693  -0.56
H74 -2.583 -7.145 4.018  0.15
C33 4.103 1.816 -2.235  -1.20
C34 3.838 5.502 1.472  -0.50
H75 2.232 4.620 -4.003  -0.27
H76 2.309 -0.282 -6.080  0.40
C35 2.518 5.295 -0.682  -0.49
H77 -2.459 -1.555 0.326  0.03
H78 0.860 -3.359 -3.558  0.38
H79 -1.206 2.348 4.805  0.34
H80 2.470 5.543 -1.742  0.12
C36 6.577 3.206 -5.144  -0.66
H81 3.791 0.933 -1.678  0.30
C37 -1.584 7.518 -10.350  -0.64
C38 2.310 1.361 1.718  -0.08
H82 -2.510 -10.248 4.034  0.36
H83 0.859 -0.421 5.551  0.17
H84 7.500 3.788 -5.113  0.36
H85 1.560 1.871 6.330  0.36
C39 6.573 -0.805 2.135  -1.76
H86 4.712 5.810 2.048  0.66
H87 3.341 -0.439 6.916  0.38
C40 2.302 5.399 -4.763  -0.32
H88 1.251 -3.699 3.304  -0.10
H89 -7.223 -1.309 2.801  0.34
H90 0.838 -0.334 -0.408  0.34
H91 -4.028 -0.534 5.292  0.26
C41 2.541 -0.919 -5.227  -1.43
C42 -2.305 3.208 2.406  0.03
H92 -4.059 -0.824 -3.248  0.21
H93 1.984 6.355 -4.345  0.35
H94 6.126 -1.613 1.557  0.35
O8 6.522 2.397 -3.998  -0.32
H95 -1.400 -2.764 -1.591  0.54
C43 -0.825 -2.111 -0.933  -1.59
H96 -5.317 0.947 -2.389  0.28
C44 -5.087 -0.315 5.150  -1.43
H97 -0.668 7.864 -10.829  0.36
H98 4.824 2.563 0.136  -0.55
N10 5.086 -6.645 0.258  -0.68
O9 3.661 1.394 1.431  0.23
H99 -1.020 5.538 -7.008  0.37
H100 -0.636 -1.543 -4.556  0.23
H101 -3.223 -11.082 6.246  0.31
C45 0.438 1.349 -1.756  0.11
H102 1.904 -4.919 7.054  0.40
H103 4.155 1.600 -3.302  0.39
H104 5.147 4.952 -0.879  0.29
H105 3.631 6.780 3.655  0.39
H106 -1.720 10.154 -10.805  0.31
H107 7.253 3.533 -2.387  0.51
H108 -3.205 0.927 -3.667  -0.60
H109 -2.872 -1.423 -5.969  0.24
O10 -3.080 0.521 -5.515  -0.15
H110 -2.813 1.391 -7.405  0.29
H111 -4.555 2.823 -3.776  0.57
H112 1.119 1.054 -2.556  0.20
H113 6.166 1.247 3.906  0.31
H114 6.098 1.430 -1.427  0.32
H115 -2.930 4.162 4.234  0.23
H116 -5.216 0.754 4.983  0.19
C46 1.089 5.948 -6.747  -0.79
H117 -4.279 1.816 -6.511  0.42
H118 0.276 -6.040 1.423  -0.06
H119 6.641 -1.171 3.161  0.39
H120 0.918 2.127 -1.161  -0.30
H121 0.284 -4.665 6.439  0.20
H122 2.607 4.211 -0.592  -0.10
H123 -5.877 -3.063 -3.381  0.48
H124 1.764 2.026 1.049  -0.65
H125 -1.137 5.402 -10.110  0.35
H126 -3.995 0.489 -0.135  -0.09
H127 5.796 3.958 -5.263  0.15
H128 4.330 -6.708 3.693  0.29
H129 -2.893 -4.995 0.163  -0.13
H130 3.491 -3.746 5.066  0.33
C47 1.753 -2.737 -3.644  -0.12
H131 -2.154 2.220 1.966  -0.41
C48 -1.347 6.280 -9.495  -0.66
N11 -3.196 0.728 -2.675  0.49
H132 -3.213 1.994 -0.259  0.00
N12 0.220 -1.007 -4.514  -0.10
H133 -3.672 -9.867 7.401  0.25
H134 -7.129 -0.023 3.802  0.29
C49 -3.662 -0.671 -5.992  -0.97
O11 1.662 -3.319 5.893  -0.19
C50 3.709 5.979 0.003  0.34
H135 -5.610 -3.307 3.385  0.33
O12 -0.498 -1.577 1.320  0.84
H136 -5.092 -0.765 3.071  -0.34
H137 -3.848 -4.820 4.969  0.44
H138 1.932 0.359 1.509  -0.05
C51 -0.272 -6.926 3.379  0.08
C52 -2.285 2.199 4.740  -1.06
C53 -5.739 -3.261 0.590  -0.19
H139 6.672 2.556 -6.013  0.28
H140 2.917 5.158 4.150  0.24
H141 -4.900 1.984 -0.026  0.69
H142 -0.963 -8.172 4.961  0.31
O13 -5.661 3.563 -2.172  -0.43
H143 5.503 -5.631 3.041  0.33
H144 3.420 -1.515 -5.472  0.45
O14 2.939 -3.427 -3.992  -0.45
H145 -2.277 1.208 4.285  -0.15
H146 -3.620 3.380 -2.511  0.21
H147 6.048 2.378 2.730  0.29
H148 -3.711 -4.718 3.137  0.33
C54 -3.208 1.632 -6.417  -0.97
H149 -1.594 -0.565 -1.858  -1.21
H150 -2.769 2.227 5.716  0.46
H151 -4.848 2.989 4.589  0.30
O15 1.211 5.047 -5.643  -0.08
N13 6.402 1.456 2.946  -0.66
C55 -1.505 -2.074 0.431  0.18
O16 1.909 1.080 8.284  -0.34
H152 3.677 -3.720 -2.117  0.29
H153 -1.266 -1.959 3.280  -0.03
H154 -2.771 3.823 1.634  0.43
C56 -3.763 -10.140 6.350  -0.81
H155 0.501 3.183 -3.607  -0.13
C57 -1.998 -5.606 0.275  -0.77
H156 1.122 -2.464 -5.661  0.46
H157 -6.550 -3.828 1.050  0.43
H158 -4.076 -9.342 3.705  0.39
H159 5.811 -6.048 0.636  0.34
H160 5.710 -7.326 2.749  0.41
C58 2.782 6.096 3.609  -0.83
O17 2.670 5.819 2.261  -0.28
H161 -0.299 3.252 0.598  0.13
C59 1.825 -3.678 2.378  -0.36
C60 -2.980 3.166 3.790  0.38
C61 4.952 -6.545 2.813  -1.41
H162 -2.145 -6.618 -0.105  0.37
O18 2.687 -4.814 2.441  0.30
H163 -0.590 -7.648 1.369  0.48
C62 -0.351 4.014 1.379  -0.39

Output
- LUMO (eV) = 0.55
- Kohn-Sham gap (eV) = 8.93
- electronic energy (eV) = -123149.427
- highest occupied orbital energy (eV) = -8.39
- energy relative to the best compared isomer or geometry (same formula, charge and spin) (kcal per mole) = 31.3